# C6H8MgO6Rb

C6H8MgO6Rb as an isolated structure in a non-equilibrium geometry (ωB97M-V/def2-TZVPD, the OMol25 dataset).

Geometry as XYZ:
```
22
C6H8MgO6Rb, DFT ωB97M-V/def2-TZVPD
Rb 1.527 -0.877 2.928
Mg -1.772 -1.257 1.120
O -1.475 0.619 -0.158
O -1.177 0.533 2.066
O 1.644 0.567 0.578
O -0.042 -1.945 1.093
O -1.083 2.482 0.936
O 1.549 -0.764 -1.196
C -1.087 2.868 -0.466
C -1.187 1.206 1.040
C 0.651 -2.660 0.107
C 1.873 -1.920 -0.414
C -1.560 1.608 -1.208
C 1.457 0.501 -0.657
H -1.774 3.711 -0.568
H -0.871 1.293 -1.997
H -2.591 1.650 -1.568
H -0.001 -2.895 -0.753
H -0.060 3.138 -0.730
H 2.543 -1.642 0.416
H 1.003 -3.626 0.511
H 2.433 -2.590 -1.080
```

Calculated values
Net charge: +1
Calculated total energy (a.u.): -908.82018
Gap between HOMO and LUMO (eV): 3.61
Relative energy (zero: lowest compared OMol25 entry of this formula, charge and spin) (kcal per mole): 0.0
Lowest unoccupied orbital energy (eV): -5.597